The following is a quantum chemistry calculation of the ion C4H8N3O2 with charge +1, from the Open Molecules 2025 dataset.

XYZ file:
```
17
Properties=species:S:1:pos:R:3:nbo_charge:R:1
C -0.91133 -0.17006 1.38312 -0.708
C -0.54756 -0.28607 -0.07969 0.501
C -1.51269 0.03336 -1.13589 -0.747
N 0.56762 -1.13832 -0.35050 -0.680
C 1.79481 -0.74007 -0.06901 0.776
O 2.77852 -1.37830 -0.03407 -0.472
N 1.85897 0.71082 0.01308 -0.360
N 0.77335 1.28017 -0.15010 0.368
O 0.46969 2.43326 -0.16664 -0.238
H -1.45592 -1.01856 1.77961 0.285
H -1.50252 0.76563 1.61601 0.271
H 0.04961 -0.10470 1.95298 0.242
H -2.35768 -0.55255 -0.86034 0.274
H -1.21498 -0.15317 -2.25460 0.278
H -1.95439 1.17778 -1.17107 0.314
H 0.49253 -2.02926 -0.73284 0.458
H 2.67198 1.17006 0.25995 0.437
```

Results
frontier orbital gap	10.001	eV
net charge	+1
energy	-471.58044	hartree
F_max	5.24	eV Å⁻¹
ΔE to the lowest compared entry with this formula, charge and spin	474.1	kJ/mol
SMILES string	CC(C)=[NH+]C(=O)NN=O
highest occupied orbital energy	-15.2	eV
M	130.13	g mol⁻¹

---

The following is a quantum chemistry calculation of the molecule C4H8N3O3P, from the Open Molecules 2025 dataset.

XYZ file:
```
19
Properties=species:S:1:pos:R:3:nbo_charge:R:1
C -1.55819 -0.79122 0.07233 0.095
C -3.20365 0.80160 -0.31801 0.117
C -0.62257 1.26095 -0.62556 0.119
C 3.70808 -0.01275 0.23767 -0.245
N -1.80254 0.47371 -0.25495 -0.437
N -3.85805 -0.27552 0.06990 -0.238
N -2.90910 -1.22807 0.27835 -0.421
O 1.41482 -1.41864 0.95718 -1.025
O 0.49761 0.76482 0.00375 -0.802
O 2.69110 -0.17504 -0.73620 -0.831
P 1.16478 -0.75523 -0.50641 1.600
H 0.61559 -1.67374 1.44548 0.520
H -0.73737 2.36095 -0.45611 0.188
H -3.71952 1.71564 -0.59259 0.230
H -0.45479 1.17689 -1.67926 0.167
H 3.59287 0.68332 1.14231 0.178
H 4.47886 0.25673 -0.36835 0.184
H 3.83138 -1.02053 0.62747 0.182
H -3.12932 -2.14387 0.70302 0.417
```

Results
frontier orbital gap	9.741	eV
net charge	0
energy	-888.53188	hartree
F_max	4.03	eV Å⁻¹
ΔE to the lowest compared entry with this formula, charge and spin	387.3	kJ/mol
highest occupied orbital energy	-8.9	eV
M	177.10	g mol⁻¹